Entry 1:
Entry from the OMol25 dataset: the molecule C4H9NSi in a non-equilibrium geometry (ωB97M-V/def2-TZVPD).

Geometry (Å):
1 Si 2.1870 0.1812 -0.0213
2 N 0.4692 0.1844 -0.1231
3 C -0.4100 1.3975 -0.0161
4 C -1.6855 1.0571 0.0212
5 C -1.8563 -0.4296 -0.1002
6 C -0.4156 -0.9612 0.0228
7 H 2.6514 1.0836 1.0378
8 H 2.7741 0.5685 -1.3107
9 H 2.5525 -1.1959 0.3186
10 H 0.0668 2.3539 0.0059
11 H -2.5254 1.7239 0.0984
12 H -2.5128 -0.8404 0.6694
13 H -2.2988 -0.6699 -1.0725
14 H -0.2601 -1.4201 1.0069
15 H -0.1934 -1.7126 -0.7382

Summary:
Charge: 0
Relative energy (zero: lowest compared OMol25 entry of this formula, charge and spin), kJ/mol: 143.0
HOMO-LUMO gap, eV: 8.849
Energy, eV: -13660.836
Strongest force on any atom, eV Å⁻¹: 2.947

Results of the Löwdin charge analysis, in e, for atoms 1 through 6: number 1, Si, carries 0.5805; number 2, N, carries -0.3031; number 3, C, carries -0.1049; number 4, C, carries -0.1191; number 5, C, carries -0.1723; number 6, C, carries -0.2418

---

Entry 2:
Entry from the OMol25 dataset: a cluster of 2 separate species, C4H9O in total in a non-equilibrium geometry (ωB97M-V/def2-TZVPD).

Geometry (Å):
1 C 2.8098 -2.1004 -1.6822
2 O 1.9289 -2.7932 -2.4260
3 H 2.5262 -1.9526 -0.6350
4 H 3.8790 -2.3365 -1.7775
5 H 2.8098 -1.0930 -2.1607
6 C -1.6969 0.4644 1.1969
7 C -2.0543 1.9147 1.2015
8 C -1.3945 2.8419 1.8713
9 H -0.7909 0.3081 1.7798
10 H -2.5027 -0.1503 1.5997
11 H -1.5231 0.0626 0.1970
12 H -2.8944 2.2012 0.5737
13 H -1.5704 3.8982 1.7110
14 H -0.4908 2.6246 2.4331

Summary:
Charge: 0
2S+1: 2
Relative energy (zero: lowest compared OMol25 entry of this formula, charge and spin), kJ/mol: 94.6
HOMO-LUMO gap (spin up / spin down), eV: 10.562 / 8.363
Energy, eV: -6338.054
Strongest force on any atom, eV Å⁻¹: 1.103

Results of the Löwdin charge analysis, in e, for atoms 1 through 6: number 1, C, carries -0.2448; number 2, O, carries -0.0295; number 3, H, carries 0.0773; number 4, H, carries 0.0823; number 5, H, carries 0.1147; number 6, C, carries -0.1217

---

Entry 3:
Entry from the OMol25 dataset: the ion C4H9O2 with charge -1 in a non-equilibrium geometry (ωB97M-V/def2-TZVPD).

Geometry (Å):
1 O 0.3629 1.7106 -1.1955
2 C -0.2165 1.7774 0.0221
3 C -1.3051 0.6770 0.2395
4 C -0.7917 -0.8032 -0.0412
5 C 0.6340 -0.9397 0.4479
6 O 1.2157 -2.2827 0.4489
7 H 0.4314 1.6805 0.9655
8 H -0.7187 2.7901 0.1285
9 H -1.7412 0.6736 1.2785
10 H -1.9182 0.7904 -0.6645
11 H -1.5450 -1.4007 0.5237
12 H -0.8245 -1.1031 -1.0660
13 H 1.3174 -0.3915 -0.2356
14 H 0.7446 -0.4596 1.3984
15 H 1.5820 -2.3963 -0.4634

Summary:
Charge: -1
Relative energy (zero: lowest compared OMol25 entry of this formula, charge and spin), kJ/mol: 275.9
HOMO-LUMO gap, eV: 6.209
Energy, eV: -8387.632
Strongest force on any atom, eV Å⁻¹: 1.978

Results of the Löwdin charge analysis, in e, for atoms 1 through 6: number 1, O, carries -0.3628; number 2, C, carries -0.5835; number 3, C, carries -0.2169; number 4, C, carries -0.2126; number 5, C, carries -0.2839; number 6, O, carries -0.1334

---

Entry 4:
Entry from the OMol25 dataset: a cluster of 2 separate species, C4H9O2 in total in a non-equilibrium geometry (ωB97M-V/def2-TZVPD).

Geometry (Å):
1 O -1.8578 -1.6651 1.4975
2 C -1.3534 -0.8171 0.4815
3 C -0.0182 -0.2420 0.9344
4 C 0.5214 0.7477 -0.0574
5 C 1.7073 0.5902 -0.6686
6 H -2.7020 -2.0275 1.2181
7 H -2.0611 0.0052 0.2725
8 H -1.2140 -1.3729 -0.4624
9 H 0.6955 -1.0665 1.0858
10 H -0.1669 0.2412 1.9142
11 H 0.0359 1.7281 -0.1078
12 H 2.1899 -0.3911 -0.7323
13 O 2.2205 1.5548 -1.4862
14 H 3.1599 1.4133 -1.6244
15 H -1.1572 1.3018 -2.2649

Summary:
Charge: -1
Relative energy (zero: lowest compared OMol25 entry of this formula, charge and spin), kJ/mol: 474.4
HOMO-LUMO gap, eV: 4.305
Energy, eV: -8385.575
Strongest force on any atom, eV Å⁻¹: 1.556

Results of the Löwdin charge analysis, in e, for atoms 1 through 6: number 1, O, carries -0.1088; number 2, C, carries -0.3331; number 3, C, carries -0.2188; number 4, C, carries -0.2274; number 5, C, carries -0.2953; number 6, H, carries 0.0682